(1)
DFT (wB97M-V/def2-TZVPD) results for a 9-piece molecular cluster, C70H86IN10O6S overall at a distorted geometry.

Cartesian coordinates (Å):
C  2.783  4.561  2.505
C  1.465  3.861  2.228
O  0.909  4.343  1.012
C  0.143  3.374  0.341
C  -0.966  2.779  1.212
O  -1.973  2.270  0.338
C  -2.918  1.400  0.959
C  -2.822  0.068  0.232
O  -2.970  -1.081  1.078
C  -4.186  -1.750  0.880
C  -4.065  -2.616  -0.362
C  -4.766  -2.269  -1.512
C  -5.730  -1.128  -1.622
O  -5.511  -0.259  -2.411
O  -6.814  -1.087  -0.841
N  -7.448  -2.379  -0.751
C  -4.591  -3.000  -2.655
C  -3.767  -4.091  -2.655
C  -3.651  -4.867  -3.934
C  -2.786  -4.112  -4.957
C  -1.422  -3.662  -4.396
I  -1.390  -1.597  -3.835
N  -3.108  -4.420  -1.542
C  -2.202  -5.561  -1.511
S  -3.002  -7.036  -0.799
C  -1.941  -8.312  -1.536
C  -0.587  -8.486  -0.821
C  -3.240  -3.716  -0.387
C  -2.481  -4.131  0.835
O  -1.101  -3.822  0.701
C  -0.286  -4.389  1.658
C  -0.760  -4.786  2.888
C  0.062  -5.307  3.863
C  -0.526  -5.688  5.192
C  1.406  -5.437  3.613
C  1.883  -5.032  2.388
C  1.075  -4.517  1.404
C  1.774  -4.084  0.119
C  2.196  -2.609  0.223
C  1.031  -4.396  -1.170
H  3.546  4.080  1.902
H  2.693  5.618  2.291
H  3.028  4.384  3.548
H  1.662  2.789  2.158
H  0.784  4.035  3.053
H  -0.329  3.811  -0.533
H  0.800  2.567  -0.001
H  -0.547  1.937  1.763
H  -1.361  3.515  1.906
H  -3.893  1.872  0.828
H  -2.759  1.300  2.030
H  -3.568  0.041  -0.562
H  -1.851  0.002  -0.247
H  -5.031  -1.070  0.835
H  -4.369  -2.396  1.733
H  -8.198  -2.199  -0.083
H  -6.819  -3.014  -0.259
H  -5.114  -2.703  -3.548
H  -3.359  -5.897  -3.781
H  -4.663  -4.894  -4.329
H  -2.604  -4.764  -5.805
H  -3.317  -3.231  -5.294
H  -0.668  -3.805  -5.155
H  -1.109  -4.214  -3.521
H  -1.327  -5.313  -0.941
H  -1.847  -5.827  -2.493
H  -1.733  -7.942  -2.537
H  -2.495  -9.232  -1.657
H  -0.505  -9.516  -0.490
H  -0.461  -7.825  0.027
H  0.211  -8.364  -1.543
H  -2.879  -3.642  1.711
H  -2.599  -5.204  0.998
H  -1.801  -4.673  3.143
H  0.242  -5.868  5.934
H  -1.098  -4.835  5.554
H  -1.211  -6.526  5.125
H  2.055  -5.818  4.383
H  2.944  -5.105  2.204
H  2.692  -4.663  0.081
H  1.423  -1.939  -0.140
H  2.441  -2.378  1.253
H  3.116  -2.480  -0.341
H  1.748  -4.463  -1.985
H  0.558  -5.369  -1.077
H  0.283  -3.651  -1.427
N  4.224  1.882  0.096
C  4.257  2.594  -1.031
C  3.819  2.117  -2.257
C  3.323  0.827  -2.323
C  3.282  0.071  -1.164
C  3.741  0.644  0.012
H  4.657  3.599  -0.938
H  3.869  2.744  -3.137
H  2.975  0.417  -3.259
H  2.904  -0.941  -1.169
H  3.724  0.087  0.944
N  9.135  4.524  2.073
C  8.016  3.846  1.819
C  6.958  4.356  1.083
C  7.065  5.643  0.585
C  8.218  6.367  0.842
C  9.222  5.763  1.586
H  7.972  2.843  2.230
H  6.071  3.762  0.905
H  6.253  6.069  0.010
H  8.340  7.377  0.474
H  10.144  6.290  1.809
N  -8.559  -2.257  -6.364
C  -8.016  -1.902  -5.202
C  -7.407  -0.678  -4.974
C  -7.355  0.233  -6.018
C  -7.914  -0.118  -7.236
C  -8.502  -1.370  -7.354
H  -8.078  -2.646  -4.412
H  -6.984  -0.450  -4.006
H  -6.888  1.200  -5.884
H  -7.896  0.561  -8.076
H  -8.954  -1.684  -8.289
N  12.402  6.949  2.248
C  12.570  6.512  3.495
C  13.773  6.032  3.988
C  14.865  5.999  3.137
C  14.710  6.447  1.836
C  13.464  6.911  1.445
H  11.688  6.551  4.126
H  13.850  5.692  5.011
H  15.822  5.630  3.483
H  15.536  6.439  1.138
H  13.299  7.274  0.436
N  -8.790  -1.018  1.791
C  -8.246  0.191  1.637
C  -8.381  1.219  2.558
C  -9.134  0.972  3.701
C  -9.707  -0.277  3.871
C  -9.501  -1.235  2.894
H  -7.692  0.327  0.718
H  -7.918  2.181  2.384
H  -9.273  1.744  4.447
H  -10.301  -0.506  4.745
H  -9.929  -2.227  2.989
N  4.181  -1.068  -4.871
C  4.215  -0.354  -5.995
C  3.777  -0.827  -7.222
C  3.278  -2.117  -7.289
C  3.236  -2.876  -6.130
C  3.697  -2.305  -4.954
H  4.616  0.649  -5.899
H  3.827  -0.200  -8.102
H  2.928  -2.525  -8.228
H  2.856  -3.889  -6.138
H  3.680  -2.863  -4.023
N  -3.919  2.345  6.588
C  -3.669  1.314  7.391
C  -4.532  0.241  7.554
C  -5.721  0.243  6.846
C  -5.996  1.311  6.006
C  -5.065  2.330  5.914
H  -2.727  1.357  7.928
H  -4.276  -0.572  8.220
H  -6.424  -0.575  6.946
H  -6.914  1.352  5.436
H  -5.240  3.185  5.268
N  4.155  7.585  0.709
C  4.842  8.726  0.684
C  4.366  9.908  0.136
C  3.102  9.907  -0.427
C  2.370  8.732  -0.415
C  2.938  7.607  0.164
H  5.830  8.683  1.131
H  4.973  10.802  0.150
H  2.693  10.807  -0.868
H  1.378  8.685  -0.843
H  2.396  6.667  0.199

Calculated values
calculated total energy: -4413.45349 Ha
net charge: +1

Results of the Löwdin charge analysis, in e, for atoms 1 through 4:
1. C -0.0522
2. C -0.2819
3. O -0.1431
4. C -0.1908

(2)
DFT (wB97M-V/def2-TZVPD) results for C71H167N9O21 as an isolated structure at a distorted geometry.

Cartesian coordinates (Å):
C  -6.469  -0.343  -3.038
N  -5.313  -0.122  -2.081
C  -5.701  -0.744  -0.709
C  -4.024  -0.817  -2.587
C  -5.041  1.371  -1.699
C  -4.185  2.100  -2.753
O  -4.775  2.068  -4.117
H  -6.545  -1.425  -2.933
H  -6.211  -0.211  -4.088
H  -7.417  0.106  -2.742
H  -6.510  -0.167  -0.260
H  -4.880  -0.604  -0.006
H  -5.866  -1.811  -0.856
H  -3.939  -0.508  -3.629
H  -4.137  -1.901  -2.559
H  -3.246  -0.449  -1.918
H  -4.738  1.660  -0.692
H  -6.079  1.697  -1.648
H  -3.166  1.727  -2.644
H  -4.157  3.130  -2.398
H  -4.309  2.765  -4.586
C  -7.048  1.494  1.862
N  -6.188  1.563  3.135
C  -6.520  0.375  4.142
C  -4.769  1.413  2.630
C  -6.340  2.895  3.919
C  -7.745  3.525  4.106
O  -8.709  2.789  4.836
H  -8.065  1.580  2.245
H  -6.934  0.433  1.641
H  -6.757  2.116  1.015
H  -5.936  -0.505  3.873
H  -7.609  0.363  4.178
H  -6.076  0.559  5.121
H  -4.845  0.529  1.998
H  -4.118  1.325  3.500
H  -4.485  2.272  2.022
H  -5.782  3.479  3.188
H  -5.843  2.916  4.889
H  -8.085  3.903  3.142
H  -7.715  4.404  4.750
H  -8.421  2.713  5.748
C  1.780  -4.796  1.008
C  2.802  -5.296  1.975
C  4.203  -5.612  1.311
N  5.312  -6.096  2.324
C  5.737  -4.970  3.311
C  6.575  -6.628  1.502
C  7.173  -7.845  2.236
C  6.291  -8.031  3.472
C  4.947  -7.368  3.153
H  2.172  -4.008  0.366
H  1.022  -4.140  1.437
H  1.241  -5.422  0.297
H  2.329  -6.144  2.469
H  2.766  -4.517  2.737
H  4.635  -4.695  0.911
H  4.102  -6.372  0.536
H  6.108  -4.193  2.642
H  6.517  -5.333  3.979
H  4.904  -4.641  3.933
H  7.214  -5.749  1.420
H  6.187  -6.923  0.527
H  8.185  -7.809  2.641
H  7.151  -8.671  1.525
H  6.692  -7.652  4.412
H  6.159  -9.083  3.725
H  4.327  -7.023  3.981
H  4.271  -7.926  2.505
C  -0.253  6.640  -2.553
C  -1.285  6.236  -1.517
C  -0.570  5.550  -0.285
N  -1.574  4.877  0.707
C  -2.266  3.607  0.218
C  -2.656  5.877  1.130
C  -3.160  5.336  2.483
C  -2.002  4.596  3.163
C  -0.875  4.509  2.033
H  0.445  5.862  -2.863
H  0.443  7.420  -2.243
H  -0.777  7.021  -3.429
H  -2.067  5.620  -1.962
H  -1.869  7.089  -1.173
H  0.078  6.264  0.224
H  0.028  4.702  -0.618
H  -1.532  2.991  -0.301
H  -3.111  3.889  -0.410
H  -2.789  3.039  0.988
H  -3.526  6.069  0.502
H  -2.097  6.805  1.250
H  -3.942  4.585  2.371
H  -3.556  6.053  3.202
H  -2.384  3.632  3.499
H  -1.507  5.159  3.954
H  -0.428  3.523  1.904
H  -0.212  5.374  2.043
C  0.105  -2.017  -1.642
C  1.590  -2.105  -2.062
C  1.763  -3.059  -3.287
N  3.119  -3.687  -3.344
C  3.339  -4.679  -2.144
C  3.352  -4.495  -4.652
C  4.924  -4.568  -4.782
C  5.501  -3.369  -3.955
C  4.294  -2.677  -3.406
H  -0.540  -1.956  -2.519
H  -0.002  -1.171  -0.963
H  -0.198  -2.880  -1.049
H  2.137  -2.522  -1.216
H  2.009  -1.127  -2.299
H  1.582  -2.709  -4.304
H  1.136  -3.937  -3.132
H  2.500  -5.365  -2.263
H  3.273  -4.134  -1.202
H  4.242  -5.289  -2.117
H  2.731  -5.389  -4.612
H  2.851  -3.812  -5.338
H  5.406  -5.521  -4.566
H  5.181  -4.448  -5.835
H  6.104  -3.790  -3.150
H  6.144  -2.677  -4.499
H  4.483  -2.268  -2.413
H  3.930  -1.845  -4.009
C  6.915  1.456  -2.653
C  5.699  1.804  -1.731
N  4.518  2.577  -2.400
C  3.642  1.564  -3.201
C  3.533  3.083  -1.324
C  2.706  2.093  -0.519
C  4.992  3.808  -3.370
C  5.489  5.085  -2.629
O  6.301  4.710  -1.598
C  7.725  4.921  -1.762
H  7.761  1.577  -1.976
H  7.115  2.010  -3.570
H  6.809  0.397  -2.887
H  6.055  2.454  -0.931
H  5.296  0.833  -1.442
H  2.736  2.046  -3.566
H  3.309  0.760  -2.545
H  4.307  1.157  -3.964
H  2.975  3.732  -2.000
H  4.052  3.722  -0.610
H  1.877  1.689  -1.101
H  2.299  2.492  0.410
H  3.283  1.206  -0.258
H  4.139  4.046  -4.006
H  5.743  3.491  -4.093
H  4.566  5.404  -2.144
H  5.966  5.826  -3.270
H  8.028  5.885  -2.170
H  7.948  4.161  -2.511
H  8.435  4.702  -0.965
C  -0.318  4.900  -9.048
C  -0.041  5.107  -7.481
N  0.040  3.750  -6.633
C  -0.876  2.603  -7.105
C  1.526  3.218  -6.590
C  2.248  3.115  -7.981
C  -0.494  4.134  -5.190
C  -0.339  3.174  -4.010
O  -1.099  2.010  -4.188
C  -0.780  0.827  -3.463
H  -0.165  5.861  -9.538
H  -1.334  4.560  -9.252
H  0.294  4.128  -9.515
H  -0.749  5.730  -6.933
H  0.963  5.528  -7.429
H  -1.873  2.783  -6.702
H  -0.368  1.714  -6.733
H  -0.776  2.619  -8.190
H  1.610  2.282  -6.039
H  2.032  3.837  -5.849
H  1.783  2.396  -8.656
H  3.230  2.649  -7.889
H  2.512  4.000  -8.560
H  -1.545  4.412  -5.279
H  0.053  5.030  -4.896
H  -0.676  3.643  -3.085
H  0.702  2.890  -3.860
H  0.210  0.541  -3.819
H  -1.357  -0.073  -3.679
H  -0.825  1.056  -2.398
C  1.269  -1.976  3.296
C  0.950  -0.554  3.793
N  2.106  0.385  4.254
C  2.421  0.086  5.764
C  3.422  0.170  3.462
C  4.720  0.815  4.105
C  1.734  1.919  4.261
C  0.520  2.369  5.270
O  -0.574  1.574  5.087
C  -1.516  1.595  6.118
H  1.660  -2.587  4.110
H  1.963  -1.849  2.465
H  0.466  -2.529  2.809
H  0.167  -0.750  4.527
H  0.573  0.119  3.023
H  2.698  -0.967  5.815
H  1.487  0.042  6.325
H  3.190  0.704  6.226
H  3.217  0.464  2.433
H  3.423  -0.915  3.567
H  5.344  0.932  3.219
H  5.308  0.321  4.879
H  4.613  1.862  4.385
H  1.476  2.222  3.247
H  2.626  2.536  4.367
H  0.138  3.377  5.111
H  0.924  2.189  6.266
H  -1.405  0.996  7.022
H  -2.538  1.591  5.739
H  -1.550  2.624  6.476
C  -0.601  -5.072  4.422
C  -1.326  -6.036  3.518
N  -2.599  -5.553  2.767
C  -3.074  -6.782  1.989
C  -3.697  -5.082  3.729
C  -3.938  -5.907  5.046
C  -2.128  -4.494  1.723
C  -3.246  -3.822  0.874
O  -3.873  -4.865  0.067
C  -4.866  -4.553  -0.854
H  -0.450  -4.109  3.935
H  0.381  -5.469  4.682
H  -1.158  -4.776  5.311
H  -1.679  -6.985  3.920
H  -0.603  -6.345  2.763
H  -4.058  -6.615  1.550
H  -3.154  -7.626  2.673
H  -2.367  -7.031  1.197
H  -4.600  -4.931  3.137
H  -3.311  -4.116  4.054
H  -4.820  -5.630  5.623
H  -3.138  -5.920  5.785
H  -4.052  -6.970  4.831
H  -1.373  -4.988  1.111
H  -1.654  -3.707  2.311
H  -2.746  -3.044  0.297
H  -3.806  -3.236  1.603
H  -5.607  -3.866  -0.444
H  -5.359  -5.482  -1.142
H  -4.431  -4.083  -1.736
O  4.370  4.640  4.053
C  3.804  4.759  2.871
O  2.671  4.418  2.593
O  4.614  5.149  2.086
H  5.168  4.656  3.519
O  -3.045  -0.981  3.823
C  -2.870  -1.319  5.121
O  -1.826  -1.943  5.426
O  -3.722  -1.106  6.002
H  -2.201  -1.359  3.566
O  -1.619  -4.691  -1.954
C  -1.772  -4.594  -3.269
O  -2.808  -4.014  -3.652
O  -0.872  -4.922  -4.141
H  -2.477  -4.260  -1.943
O  -7.585  5.070  -0.488
C  -6.518  5.180  0.386
O  -5.653  4.248  0.348
O  -6.430  6.181  1.141
H  -7.818  5.820  0.065
O  -1.087  -0.862  1.401
C  -1.537  0.269  0.873
O  -0.619  1.091  0.890
O  -2.703  0.460  0.448
H  -0.385  -0.226  1.557

Calculated values
calculated total energy: -4876.45317 Ha
net charge: +4

Results of the Löwdin charge analysis, in e, for atoms 1 through 4:
1. C 0.0300
2. N -0.2865
3. C 0.0186
4. C 0.0364